Entry 1:
The following is a quantum chemistry calculation of C36H39AsBaCl3N6O3PS as an isolated structure, from the Open Molecules 2025 dataset.

Cartesian coordinates (Å):
Ba: 0.41021 0.89946 -0.07340
As: 3.57936 2.69272 -1.25448
Cl: 2.03885 1.02564 4.51337
Cl: 0.53172 -1.45605 4.68862
Cl: -0.86043 1.08805 4.46218
S: -0.30818 1.06046 -3.01453
P: 0.30694 -2.34176 -0.58824
O: 2.31630 2.00435 -0.30633
O: -0.53784 -0.19783 1.84989
O: 1.69878 -0.08401 1.81926
N: 4.69182 1.03695 1.58764
N: -2.68251 1.71790 -1.61603
N: -1.87928 2.19520 -0.61545
N: -2.85450 0.76435 -3.62810
N: -2.55275 -1.17704 -0.21058
N: -0.25109 3.02021 1.43199
C: -1.54733 3.36737 1.44833
C: -1.32461 -4.63667 -0.73901
C: -3.70716 -4.61992 -0.79474
C: -1.28448 -3.25343 -0.53460
C: 0.58714 -0.06217 2.39110
C: -5.90461 2.49146 1.88570
C: -3.70206 -3.25946 -0.57375
C: -2.45377 2.76390 0.38670
C: 4.85963 1.40406 -1.77911
C: -1.12396 4.85193 3.28285
C: 0.20886 4.48108 3.26709
C: -2.49597 -2.55501 -0.41776
C: 2.81170 -4.33165 2.79385
C: 0.67443 -3.91751 1.75632
C: 0.59820 3.56917 2.30067
C: -6.10965 3.52085 -0.27657
C: -3.93337 2.88576 0.53711
C: 2.82940 3.41351 -2.83927
C: 2.66489 -3.00683 0.79154
C: 4.45154 4.08609 -0.33497
C: -2.02232 1.20655 -2.65481
C: -4.73778 3.43456 -0.45835
C: 1.35670 -2.96697 -4.49250
C: 2.40748 -4.74218 -3.26292
C: 1.27651 -3.17597 0.74657
C: -2.50916 -5.33417 -0.86259
C: -4.52751 2.42066 1.70648
C: -2.00628 4.30342 2.36262
C: 2.13683 -4.11428 -4.47395
C: 3.42580 -3.57790 1.79511
C: 1.10396 -3.07570 -2.08683
C: 0.84758 -2.44778 -3.30619
C: 0.57671 0.16700 3.95471
C: 1.89290 -4.22608 -2.08169
C: -6.69816 3.04636 0.89174
C: 1.43843 -4.49495 2.77014
H: 3.15945 -2.42048 0.02242
H: 0.24797 -1.54416 -3.32996
H: 3.70613 1.00907 1.32529
H: 3.69410 4.80377 -0.02991
H: -2.49978 -6.40376 -1.02366
H: -1.48959 5.57306 4.00443
H: 1.63320 3.24900 2.21390
H: 4.33678 0.58591 -2.27100
H: -0.39883 -4.06305 1.75465
H: -4.65551 -5.13358 -0.90636
H: -3.47872 -0.79484 -0.10690
H: 3.01677 -5.63728 -3.23517
H: -4.63960 -2.71820 -0.50211
H: 5.55579 1.86932 -2.47638
H: 3.40483 -4.78119 3.58087
H: -6.34771 2.11449 2.79902
H: 4.98499 0.06520 1.62941
H: 2.22632 4.28166 -2.58075
H: 4.94308 3.64505 0.52977
H: -3.04489 4.60289 2.35117
H: 1.14276 -2.46500 -5.42874
H: 4.69850 1.34627 2.55462
H: 2.11759 -4.72271 -1.14492
H: -3.90673 1.98175 2.48187
H: 4.50086 -3.44075 1.80226
H: -0.38596 -5.17461 -0.82104
H: 5.17971 4.56157 -0.99058
H: -7.77130 3.10725 1.02447
H: 2.17338 2.66809 -3.28740
H: 0.94965 -5.07250 3.54555
H: -2.46523 0.26064 -4.40134
H: -4.28884 3.78920 -1.37562
H: -1.91714 -0.78651 0.46924
H: -6.72207 3.95499 -1.05731
H: -3.83942 0.72060 -3.42847
H: 5.37471 1.05549 -0.88746
H: 2.53507 -4.52016 -5.39583
H: 0.93057 4.87620 3.96914
H: 3.63128 3.69362 -3.52196

E_LUMO = 0.14 eV
F_max = 5.0 eV/A
calculated total energy = -172275.33772 eV
HOMO = -7.24 eV
orbital gap = 7.379 eV
spin multiplicity = 1

Let us look at the Löwdin charges, expressed in e, one per atom: 1.825 1.004 0.594 0.624 0.617 0.413 1.066 -0.878 -0.300 -0.224 0.037 -0.028 -0.102 0.059 0.111 -0.019 -0.213 -0.102 -0.090 -0.308 -0.925 -0.081 -0.040 -0.200 -0.198 -0.055 -0.065 -0.305 -0.092 -0.090 -0.160 -0.080 -0.193 -0.202 -0.123 -0.204 -0.884 -0.035 -0.082 -0.084 -0.374 -0.094 -0.045 -0.011 -0.094 -0.082 -0.354 -0.107 -1.459 -0.103 -0.093 -0.098 0.110 0.022 -0.030 0.046 0.098 0.111 0.099 0.051 0.104 0.101 0.090 0.101 0.108 0.046 0.100 0.101 0.020 0.052 0.031 0.116 0.102 0.009 0.100 0.118 0.100 0.103 0.047 0.099 0.004 0.103 0.069 0.110 0.018 0.101 0.093 0.021 0.099 0.107 0.046

---

Entry 2:
The following is a quantum chemistry calculation of C36H39BrN2O2PtSbSe2 as an isolated structure, from the Open Molecules 2025 dataset.

Cartesian coordinates (Å):
Pt: -0.78076 0.82657 0.80255
Sb: -0.79804 -2.36983 -2.18311
Br: 5.75639 -0.40198 3.10983
Se: -1.60381 -1.26642 1.89474
Se: -2.23536 2.13292 2.24444
O: -0.16051 -0.32850 -1.05885
O: 0.94430 0.12539 -2.95342
N: 1.45960 0.38207 1.51834
N: -0.84525 2.24480 -0.77554
C: -0.34931 -2.02907 -4.17855
C: -3.02323 0.72096 3.33466
C: 0.25681 0.48762 -2.04084
C: -3.78174 -2.62120 -2.66350
C: 0.16036 -5.49531 -3.52543
C: 3.64119 -0.57779 1.23893
C: -4.53375 -0.19235 -1.44164
C: -2.05016 -0.40020 3.57895
C: -1.70705 -5.60444 0.40753
C: -5.49088 -1.01153 -2.01956
C: -0.26962 1.87627 -1.93382
C: 1.17732 -1.88828 -5.98826
C: 4.04165 -0.08262 2.47103
C: 0.95760 -2.19372 -4.65373
C: -0.46802 -5.46942 -2.15912
C: 1.87202 0.86402 2.70068
C: -5.10998 -2.20448 -2.61411
C: -0.88668 3.92145 -2.98705
C: -1.57027 -4.38696 -0.22032
C: -1.38819 -1.50175 -4.95794
C: 0.14828 -1.41875 -6.79663
C: -1.23408 -6.74966 -0.22882
C: -1.16393 2.95715 3.63517
C: -0.25102 2.68922 -3.04745
C: -3.20537 -0.59035 -1.43920
C: -0.63069 -6.67433 -1.47686
C: -1.12872 -1.21160 -6.28265
C: -1.51374 4.28764 -1.81023
C: 2.09304 -2.62948 -3.77200
C: 3.13298 0.64945 3.22138
C: -0.96446 -4.33897 -1.49195
C: 2.35065 -0.32813 0.81023
C: -1.45250 3.43678 -0.72042
C: -2.82835 -1.78333 -2.05124
C: -0.06946 -2.26329 2.54260
C: -3.46634 -3.91206 -3.38436
H: -0.37480 3.53869 3.16521
H: 0.34482 -1.20300 -7.83888
H: -2.52114 -3.86987 -3.93031
H: 0.58564 -1.61136 3.11317
H: -1.89754 3.72155 0.22006
H: -6.53403 -0.72286 -2.01422
H: -2.47883 0.04934 -0.97629
H: -1.95155 -3.48917 0.25234
H: -1.91403 -0.80333 -6.90465
H: -0.28469 -7.57909 -1.96374
H: 1.15384 1.44870 3.26054
H: -4.80944 0.75806 -1.00127
H: -0.74948 2.20088 4.29704
H: 3.40430 1.04997 4.18879
H: -0.44040 -3.07636 3.16307
H: 2.01473 -0.71764 -0.14116
H: 2.17153 -2.01769 -6.39770
H: 1.75866 -3.28463 -2.95701
H: 2.55238 -1.74720 -3.32060
H: -0.30825 -6.27456 -4.12696
H: -1.35070 -7.71380 0.24812
H: -0.90490 4.57789 -3.84730
H: -3.41728 -4.74964 -2.68657
H: -3.32333 1.17000 4.28192
H: 1.22013 -5.74777 -3.45487
H: -3.92652 0.40666 2.81339
H: -1.11065 -0.05270 4.00430
H: -4.24865 -4.13640 -4.10655
H: 2.86517 -3.14606 -4.33856
H: -2.48089 -1.14221 4.25190
H: 0.25853 2.33915 -3.93419
H: -1.82491 3.61881 4.19150
H: -5.85999 -2.83732 -3.07402
H: 0.45891 -2.66544 1.68125
H: 0.05951 -4.55572 -4.05946
H: -2.03788 5.22997 -1.72597
H: -2.16382 -5.66386 1.38619
H: -2.37320 -1.32111 -4.54835
H: 4.32311 -1.14979 0.62464

E_LUMO = -10.46 eV
F_max = 2.0 eV/A
calculated total energy = -255533.65381 eV
HOMO = -16.20 eV
orbital gap = 5.738 eV
total charge = +3
spin multiplicity = 1

Let us look at the Löwdin charges, expressed in e, one per atom: 0.723 1.956 0.891 0.991 1.010 -0.316 0.123 -0.067 -0.058 -0.330 -0.479 -0.548 -0.280 -0.023 -0.075 -0.055 -0.493 -0.043 -0.026 -0.172 0.002 -0.688 -0.317 -0.268 -0.138 -0.010 0.018 -0.142 -0.089 -0.005 -0.002 -0.300 0.055 -0.137 0.001 -0.034 0.009 -0.041 -0.073 -0.303 -0.134 -0.109 -0.290 -0.302 -0.032 0.048 0.129 0.058 0.032 0.058 0.126 0.026 0.041 0.125 0.139 0.089 0.115 0.033 0.121 0.054 0.095 0.135 0.054 0.088 0.110 0.131 0.137 0.095 0.102 0.108 0.084 0.068 0.102 0.105 0.102 0.141 0.056 0.132 0.033 0.045 0.134 0.123 0.104 0.117

---

Entry 3:
The following is a quantum chemistry calculation of C36H39CoF3IN3O3PS as an isolated structure, from the Open Molecules 2025 dataset.

Cartesian coordinates (Å):
I: 2.60972 -6.19238 0.00989
Co: 0.36661 -0.57506 0.16435
S: -1.20556 -2.36364 -0.24056
P: -1.03048 1.07212 1.47460
F: -4.46151 -2.61302 -3.40323
F: -4.22876 -2.75013 -1.26167
F: -2.83210 -3.75737 -2.57412
O: 1.32293 -0.90397 -3.34237
O: 0.84568 -1.27358 2.29586
O: 2.47366 0.81219 -1.54609
N: 2.20337 -1.92299 -0.10505
N: -0.89761 -0.14089 -1.51930
N: 1.56623 1.06483 -0.53047
C: 0.03452 4.71797 2.94628
C: 3.04105 -4.16096 0.02055
C: -3.46051 0.59294 0.27099
C: -1.16298 0.85190 -2.36126
C: 1.70485 4.17762 1.32639
C: -2.69258 -1.40462 -2.43160
C: 2.00632 -3.24397 -0.08327
C: 4.55129 -2.32770 0.09912
C: 2.93391 -0.45548 3.14799
C: -3.95804 3.22341 -0.45186
C: -1.54142 0.65359 3.17369
C: -4.86902 2.23175 -0.77920
C: -0.59163 3.51366 2.66888
C: -2.18580 0.78116 -3.28590
C: -2.21017 -0.10405 5.77296
C: 2.02635 -1.65689 3.02289
C: 1.68560 1.04689 -4.71038
C: 4.34382 -3.69597 0.11694
C: -0.09068 2.61646 1.72678
C: 3.46190 -1.48129 -0.01708
C: 1.08740 2.95245 1.03488
C: -3.16655 -0.13195 4.77188
C: -0.91738 0.31155 5.47980
C: -2.83766 0.24788 3.47694
C: 2.64981 -2.94619 -3.44026
C: 1.78119 2.21938 -0.03246
C: -4.61898 0.91465 -0.41675
C: 1.27046 -2.33569 -3.31783
C: -2.80014 2.90779 0.24591
C: -0.58471 0.68322 4.18884
C: 1.17361 -0.37310 -4.66306
C: -1.64981 -1.25154 -1.50545
C: -2.54736 1.59158 0.62144
C: -2.95001 -0.37946 -3.32201
C: 1.19684 5.05047 2.27084
C: -3.55098 -2.63896 -2.41790
H: 2.60817 4.44939 0.79484
H: -0.16870 0.35151 6.26066
H: 1.70406 5.98446 2.47015
H: 1.55274 1.45350 -5.71271
H: -3.60348 0.23646 2.71520
H: 0.97952 -3.57492 -0.16443
H: 2.58198 -4.03549 -3.44140
H: 0.61303 -2.67578 -4.12325
H: 5.17366 -4.38521 0.19792
H: -3.75720 -0.48099 -4.03488
H: -0.38811 5.38775 3.68304
H: 2.52594 -2.47530 2.49737
H: 5.54731 -1.91312 0.16678
H: -1.49861 3.25850 3.20247
H: 3.60417 -0.41250 -0.05813
H: 1.14492 1.68804 -4.01326
H: 3.90925 -0.75636 3.52970
H: -5.77323 2.48223 -1.31835
H: -2.09946 3.69466 0.49171
H: 0.11364 -0.41819 -4.93756
H: 0.78703 -2.61053 -2.37962
H: -2.38205 1.60358 -3.95787
H: 3.28208 -2.64227 -2.60489
H: -0.52465 1.72485 -2.28031
H: 2.06064 0.18992 -2.19588
H: 1.72796 -0.99956 -5.36813
H: 1.72686 -2.01666 4.00904
H: -2.47093 -0.39532 6.78172
H: -4.14815 4.25004 -0.73643
H: 2.51797 0.28574 3.82862
H: 0.13612 -1.90824 2.45322
H: -5.32111 0.13177 -0.67418
H: 2.74684 1.08907 -4.46325
H: -4.17860 -0.44296 4.99440
H: 0.42116 1.01637 3.97236
H: 3.08237 0.01626 2.17560
H: 2.59591 2.77646 -0.49256
H: -3.26207 -0.44203 0.52900
H: 3.13833 -2.63973 -4.36630

E_LUMO (spin up / spin down) = -2.85 / -2.88 eV
F_max = 0.5 eV/A
calculated total energy = -122577.81343 eV
HOMO (spin up / spin down) = -10.47 / -10.53 eV
orbital gap (spin up / spin down) = 7.613 / 7.655 eV
total charge = +1
spin multiplicity = 4

Let us look at the Löwdin charges, expressed in e, one per atom: 0.940 0.451 0.719 1.114 0.141 0.131 0.140 -0.227 -0.184 -0.064 0.026 -0.045 -0.060 -0.042 -0.726 -0.128 -0.127 -0.028 -0.118 -0.259 -0.032 -0.057 -0.067 -0.354 -0.066 -0.088 -0.032 -0.071 -0.252 -0.060 -0.115 -0.297 -0.144 -0.180 -0.064 -0.066 -0.066 -0.044 -0.059 -0.061 -0.242 -0.073 -0.113 -0.250 -0.670 -0.347 0.018 -0.048 -0.610 0.116 0.110 0.115 0.087 0.093 0.026 0.088 0.129 0.108 0.131 0.117 0.100 0.119 0.121 0.097 0.062 0.090 0.110 0.100 0.119 0.076 0.115 0.060 0.115 0.064 0.122 0.127 0.109 0.109 0.068 0.090 0.115 0.085 0.111 0.092 0.057 0.138 0.086 0.081